C2H5F3O | ωB97M-V/def2-TZVPD

Geometry (Å):
F 0.00000 0.00000 0.00000
C 0.65891 1.01694 -0.47076
C 2.07097 1.12955 0.13940
F 1.95722 1.19513 1.46765
F 2.80221 0.06640 -0.08400
H 0.62151 0.86339 -1.56642
H 0.24991 2.02332 -0.25779
H 2.66476 1.98074 -0.25146
O 2.95711 3.35422 5.93547
H 3.74474 2.77663 5.81599
H 2.25343 2.92907 5.39478

The molecular weight is 102.1 u. The SMILES is FCC(F)F.O. Its LUMO energy is 0.7 eV. The calculation puts the highest occupied orbital energy at -11.49 eV. Its energy above the lowest of the compared OMol25 structures with the same formula, charge and spin is 25.70 kcal/mol. Its frontier orbital gap is 12.2 eV.

C19H20BrN3O9Rb | ωB97M-V/def2-TZVPD

Geometry (Å):
Rb 0.34942 0.20499 -0.13050
O -2.79010 3.49158 -0.58790
C -2.59299 3.28411 0.79980
C -3.59959 2.30502 1.38736
N -3.44081 0.88533 1.16147
C -3.58373 0.32695 -0.16568
C -2.27886 0.13248 -0.96936
O -1.83795 -1.03148 -1.08647
O -1.71055 1.17218 -1.43609
C -2.79106 0.05444 2.15187
C -1.25797 -0.05693 2.13436
O -0.61091 1.03490 2.15665
O -0.74583 -1.19757 2.09360
H -2.43955 2.68733 -1.04054
H -2.74194 4.24874 1.29805
H -1.57999 2.94143 1.02327
H -4.57711 2.61921 0.99388
H -3.62801 2.44610 2.47390
H -4.23559 0.98953 -0.74237
H -4.04822 -0.66110 -0.09058
H -3.18831 -0.96158 2.07660
H -3.05134 0.44899 3.14166
O 1.67383 2.29256 3.26356
C 1.75738 1.48941 2.18397
O 1.85816 1.91488 1.06435
C 1.90376 0.02832 2.56370
C 1.69820 -0.40559 3.86744
C 1.73937 -1.76066 4.11580
C 1.94621 -2.62907 3.05499
C 2.18575 -2.08965 1.80521
N 2.20861 -0.78200 1.56309
C 2.43287 -2.99295 0.61495
O 1.62345 -4.08666 0.58029
O 3.24840 -2.79849 -0.23232
H 1.46994 3.16725 2.90365
H 1.47329 0.31263 4.64211
H 1.57920 -2.14715 5.11407
H 1.95290 -3.70127 3.20268
H 0.85935 -3.91213 1.14678
C -0.42555 -1.34555 -5.38135
C 0.82825 -0.98864 -4.62812
C 2.09150 -1.06787 -5.19252
C 3.21074 -0.71971 -4.45384
C 3.00702 -0.29965 -3.15148
Br 4.51328 0.20302 -2.09911
N 1.82644 -0.22048 -2.57910
C 0.75426 -0.55713 -3.30854
H -0.18846 -1.75966 -6.36242
H -1.06546 -0.47404 -5.53018
H -1.01930 -2.08081 -4.83659
H 2.20721 -1.40633 -6.21722
H 4.20706 -0.77437 -4.86737
H -0.21319 -0.48737 -2.80702

The molecular weight is 599.8 u. As for the charge: -1. Its LUMO energy is 2.3 eV. The calculation puts the highest occupied orbital energy at -4.36 eV. Its energy above the lowest of the compared OMol25 structures with the same formula, charge and spin is 35.16 kcal/mol. Its frontier orbital gap is 6.6 eV.

C49H40IN8O4RbSTe | ωB97M-V/def2-TZVPD

Geometry (Å):
Rb 0.18138 0.14551 -0.03056
O -4.92916 -5.25842 -3.15757
C -4.51461 -4.25858 -3.77543
O -4.76503 -3.86660 -4.93192
C -3.51804 -3.36995 -2.98715
C -3.11460 -3.71128 -1.70573
C -2.22991 -2.89113 -1.01147
N -1.75740 -1.75706 -1.53418
C -2.13564 -1.43241 -2.77002
C -3.00127 -2.20549 -3.53235
C -1.56296 -0.16428 -3.31426
C -1.13601 -0.08197 -4.63788
C -0.55902 1.09417 -5.08375
C -0.42828 2.15686 -4.20400
C -0.89708 1.98886 -2.91073
N -1.45526 0.86515 -2.47174
C -1.74659 -3.24649 0.36643
C -2.21611 -4.37389 1.04033
C -1.72021 -4.66118 2.29979
C -0.76531 -3.82920 2.86078
C -0.35387 -2.73008 2.12277
N -0.83637 -2.44360 0.91858
H -3.51835 -4.62769 -1.30065
H -3.30931 -1.92081 -4.52986
H -1.23298 -0.94157 -5.28714
H -0.19928 1.17297 -6.10251
H 0.03785 3.08686 -4.50017
H -0.79817 2.78632 -2.18088
H -2.95486 -5.01984 0.59014
H -2.07468 -5.53463 2.83396
H -0.34128 -4.02316 3.83663
H 0.40266 -2.04777 2.50376
C 4.48584 1.38550 2.10215
C 3.33595 2.10450 2.73688
N 3.51605 3.28686 3.25189
C 2.45846 3.92837 3.83301
C 1.20409 3.39696 3.92932
C 0.09395 4.22312 4.52348
O -0.46523 3.69182 5.71499
C 0.97230 2.10811 3.38149
C -0.27517 1.40840 3.37279
N -1.37770 1.67803 3.99378
C -2.41305 0.76126 3.71675
C -2.71310 -0.24416 4.63798
C -3.64608 -1.22573 4.35073
C -4.31734 -1.22139 3.13215
C -4.06271 -0.21199 2.21701
C -3.13166 0.77317 2.51758
I -2.81537 2.29453 1.11735
C 2.04479 1.41493 2.73214
O 1.93751 0.29208 2.17647
H 5.38320 2.00109 2.16610
H 4.27076 1.13383 1.06042
H 4.65295 0.42161 2.58780
H 2.66191 4.92250 4.21621
H -0.69420 4.34955 3.76832
H 0.48409 5.21357 4.76678
H -0.97902 2.91923 5.41173
H -0.26096 0.50900 2.75100
H -2.15985 -0.25488 5.56872
H -3.83311 -2.01345 5.06992
H -5.02664 -2.00071 2.88721
H -4.57235 -0.19723 1.26312
N 3.54133 3.76253 -0.47612
C 2.78199 4.67602 0.22051
C 3.07185 5.91653 0.77378
C 2.02747 6.58340 1.38697
C 0.74252 6.02505 1.45471
C 0.47024 4.78237 0.91652
C 1.50791 4.10134 0.28540
N 1.50969 2.86253 -0.33832
C 2.72771 2.70045 -0.78301
C 3.21110 1.56948 -1.58318
C 4.46437 1.48862 -2.10704
S 4.62023 0.03855 -3.01428
C 3.00211 -0.40189 -2.52058
N 2.35822 0.53980 -1.86996
H 4.53390 3.79346 -0.61776
H 4.06870 6.33709 0.74138
H 2.20974 7.54982 1.84034
H -0.04382 6.56837 1.96328
H -0.51003 4.33235 0.99918
H 5.29244 2.16651 -1.98709
H 2.50613 -1.20482 -3.04087
C 4.82484 -8.46490 -0.75096
C 4.47878 -7.00636 -0.59924
C 4.76290 -6.08715 -1.59627
C 4.44651 -4.73594 -1.46385
C 4.77565 -3.79834 -2.59228
C 3.82387 -4.26503 -0.29881
Te 3.32301 -2.20822 -0.06555
C 3.53222 -5.19380 0.71936
C 2.85275 -4.76851 1.98993
C 3.86204 -6.53430 0.55297
H 5.19616 -8.67520 -1.75516
H 3.95385 -9.10101 -0.57673
H 5.59735 -8.76997 -0.03952
H 5.24019 -6.42700 -2.51197
H 5.32493 -4.31319 -3.38454
H 5.36940 -2.95453 -2.23264
H 3.86064 -3.38015 -3.02021
H 1.87804 -4.32907 1.77445
H 3.42693 -3.99223 2.50024
H 2.71841 -5.61922 2.66270
H 3.62069 -7.23393 1.34963

The molecular weight is 1177.0 u. As for the charge: -2. Its LUMO energy is 3.2 eV. The calculation puts the highest occupied orbital energy at -1.71 eV. Its energy above the lowest of the compared OMol25 structures with the same formula, charge and spin is 8.73 kcal/mol. Its frontier orbital gap is 4.9 eV.

C28H39MoN3Si2 | ωB97M-V/def2-TZVPD

Geometry (Å):
Mo 0.03635 -0.13817 -0.61286
C 3.54053 0.37678 -2.39710
C 2.45763 -0.48985 -2.95297
C 2.56254 -1.02571 -4.22453
C 1.52144 -1.77785 -4.75523
C 0.36906 -1.99857 -4.02307
C 0.33656 -1.47178 -2.74491
N 1.35954 -0.76270 -2.21621
N -0.69308 -1.49819 -1.80556
Si -2.15633 -2.56037 -1.85180
C -2.63053 -2.77172 -0.06330
C -1.63762 -4.20230 -2.56150
C -3.42793 -1.70112 -2.89339
H 4.42620 0.31545 -3.02414
H 3.82013 0.07814 -1.39057
H 3.23013 1.42218 -2.37485
H 3.45903 -0.84665 -4.79930
H 1.60763 -2.18293 -5.75485
H -0.46783 -2.55019 -4.42359
H -1.91176 -3.43009 0.43300
H -3.60492 -3.25879 0.00973
H -2.69737 -1.83892 0.49525
H -0.56576 -4.38218 -2.45977
H -1.89823 -4.30388 -3.61544
H -2.15026 -5.00231 -2.02370
H -3.61599 -0.67992 -2.56050
H -4.37544 -2.24334 -2.86786
H -3.11035 -1.65679 -3.93696
C 0.43542 1.85030 -1.09896
Si 0.17115 2.17449 0.74286
C 1.36271 0.94810 1.63501
N 1.32938 -0.44177 1.04173
C 0.38008 -1.40574 1.71259
C 1.04999 -2.67064 2.23256
C 2.26321 -2.30808 3.08362
C 3.24598 -1.42522 2.28935
C 2.69207 -1.03731 0.92500
C -1.48531 1.25082 0.91320
C -2.39343 1.10671 -0.15153
C -3.70717 0.68799 0.06725
C -4.13553 0.42458 1.35316
C -3.25559 0.55568 2.42970
C -1.95352 0.95216 2.21250
C 0.20464 3.83636 1.50938
C 1.42932 4.47436 1.73698
C 1.46158 5.73113 2.31751
C 0.27422 6.35988 2.66922
C -0.94569 5.73852 2.44365
C -0.98376 4.47950 1.86450
H 1.44100 2.02461 -1.47645
H -0.28144 2.43168 -1.68208
H 1.12932 0.90678 2.70218
H 2.38487 1.32050 1.54475
H -0.39117 -1.70993 0.96708
H -0.14506 -0.88427 2.50954
H 1.33321 -3.32488 1.40593
H 0.30714 -3.21368 2.81768
H 2.75360 -3.21739 3.42515
H 1.92712 -1.78609 3.98152
H 4.19171 -1.94060 2.12074
H 3.49121 -0.52162 2.84922
H 2.62180 -1.89284 0.25264
H 3.32475 -0.29226 0.45077
H -2.12185 1.41705 -1.15779
H -4.39409 0.60246 -0.76340
H -5.16018 0.12599 1.53063
H -3.60423 0.36685 3.43629
H -1.29762 1.08503 3.06629
H 2.36487 4.00054 1.46009
H 2.40878 6.22213 2.49360
H 0.30108 7.34222 3.12126
H -1.86619 6.23510 2.71809
H -1.94182 4.00259 1.69295

The molecular weight is 569.8 u. As for the charge: +2. As for the spin multiplicity: 3. As for the expectation value of S²: 2.024. Its LUMO energy (alpha / beta) is -6.9 / -7.0 eV. The calculation puts the highest occupied orbital energy (alpha / beta) at -14.22 / -14.34 eV. Its frontier orbital gap (alpha / beta) is 7.3 / 7.4 eV.

- Which of these has the lowest molecular weight?
  C2H5F3O